[1]
{"formula": "C28H64N19O19P", "method": "ωB97M-V/def2-TZVPD", "energy_ha": -3916.7944, "homo_ev": -9.6, "gap_ev": 8.241, "species": ["C", "C", "O", "C", "C", "O", "C", "C", "O", "C", "C", "C", "C", "C", "O", "C", "C", "P", "O", "O", "O", "C", "N", "C", "C", "O", "C", "C", "O", "C", "O", "H", "H", "H", "H", "H", "H", "H", "H", "H", "H", "H", "H", "H", "H", "H", "H", "H", "H", "H", "H", "H", "H", "H", "H", "H", "H", "H", "H", "N", "C", "N", "O", "H", "H", "H", "H", "N", "C", "N", "O", "H", "H", "H", "H", "N", "C", "N", "O", "H", "H", "H", "H", "N", "C", "N", "O", "H", "H", "H", "H", "N", "C", "N", "O", "H", "H", "H", "H", "N", "C", "N", "O", "H", "H", "H", "H", "N", "C", "N", "O", "H", "H", "H", "H", "N", "C", "N", "O", "H", "H", "H", "H", "N", "C", "N", "O", "H", "H", "H", "H"], "xyz": [[3.075, 2.184, 2.074], [2.879, 1.328, 0.732], [4.120, 0.953, 0.092], [3.880, 0.193, -1.122], [5.180, -0.704, -1.475], [4.749, -1.618, -2.522], [5.556, -2.812, -2.512], [5.043, -3.854, -1.368], [3.671, -3.468, -1.082], [3.310, -3.819, 0.264], [1.735, -3.829, 0.483], [1.221, -3.906, 1.814], [2.108, -3.986, 3.124], [-0.383, -3.952, 1.953], [-0.978, -4.664, 2.784], [-1.152, -3.012, 0.894], [-2.441, -2.268, 1.423], [-1.791, -0.858, 2.543], [-0.320, -0.615, 2.101], [-2.619, 0.609, 2.306], [-1.687, -1.327, 4.180], [-0.642, -2.901, -0.430], [-1.333, -2.027, -1.380], [-1.241, -0.593, -1.022], [0.081, 0.242, -0.768], [-2.336, 0.038, -0.933], [-0.838, -2.133, -2.773], [-1.754, -2.772, -3.941], [0.317, -1.786, -3.142], [0.639, -3.807, -0.710], [0.834, -4.522, -1.715], [3.489, 3.215, 1.814], [3.796, 1.614, 2.762], [2.050, 2.269, 2.592], [2.357, 0.349, 1.059], [2.225, 1.890, -0.038], [3.622, 0.896, -1.992], [3.040, -0.568, -0.951], [6.046, -0.047, -1.812], [5.390, -1.299, -0.519], [5.459, -3.318, -3.541], [6.631, -2.503, -2.289], [5.086, -4.936, -1.730], [5.725, -3.740, -0.444], [3.662, -4.910, 0.422], [3.861, -3.188, 1.053], [2.195, -5.060, 3.527], [3.162, -3.571, 2.981], [1.658, -3.382, 3.996], [-3.082, -1.805, 0.605], [-3.032, -2.965, 2.118], [-2.527, 0.945, 1.389], [-0.765, -1.089, 4.455], [0.959, -0.413, -0.475], [-0.128, 0.964, 0.103], [0.265, 0.880, -1.695], [-2.466, -1.947, -4.278], [-2.274, -3.703, -3.549], [-1.095, -3.094, -4.806], [4.931, 0.744, -5.690], [3.655, 1.147, -5.915], [2.735, 0.601, -5.085], [3.359, 1.939, -6.800], [5.193, 0.095, -4.969], [5.645, 1.127, -6.286], [1.776, 0.874, -5.220], [2.958, -0.052, -4.353], [-3.182, 4.119, 5.844], [-2.567, 3.238, 5.018], [-3.223, 2.062, 4.852], [-1.504, 3.484, 4.463], [-4.055, 3.937, 6.309], [-2.726, 5.002, 5.992], [-2.797, 1.382, 4.244], [-4.095, 1.840, 5.296], [-0.684, 0.791, -8.749], [-0.620, -0.439, -8.180], [0.583, -0.750, -7.636], [-1.572, -1.207, -8.159], [0.086, 1.435, -8.776], [-1.561, 1.059, -9.164], [0.671, -1.654, -7.203], [1.376, -0.133, -7.643], [2.043, -7.862, -1.786], [2.296, -8.368, -0.557], [1.781, -7.629, 0.453], [2.930, -9.396, -0.375], [1.523, -7.016, -1.944], [2.399, -8.372, -2.578], [1.940, -7.956, 1.392], [1.259, -6.783, 0.311], [-5.871, -4.450, -5.283], [-4.672, -4.913, -5.716], [-4.691, -5.476, -6.949], [-3.653, -4.829, -5.047], [-6.719, -4.508, -5.817], [-5.897, -4.024, -4.372], [-3.820, -5.831, -7.305], [-5.516, -5.554, -7.515], [-7.435, 4.548, 6.096], [-6.955, 5.016, 7.275], [-7.818, 5.797, 7.969], [-5.830, 4.754, 7.682], [-8.353, 4.752, 5.746], [-6.824, 3.964, 5.550], [-7.497, 6.164, 8.850], [-8.743, 6.025, 7.654], [6.837, 4.572, 3.990], [6.081, 3.796, 3.172], [6.695, 3.409, 2.025], [4.936, 3.470, 3.446], [7.779, 4.851, 3.783], [6.416, 4.879, 4.850], [6.165, 2.831, 1.392], [7.634, 3.665, 1.780], [-3.459, 7.505, 5.459], [-3.995, 8.621, 4.902], [-3.430, 8.997, 3.727], [-4.914, 9.238, 5.418], [-2.704, 6.984, 5.051], [-3.852, 7.194, 6.332], [-3.800, 9.820, 3.282], [-2.675, 8.504, 3.286], [-3.840, 3.276, -0.738], [-3.709, 4.363, 0.065], [-3.049, 4.136, 1.230], [-4.150, 5.462, -0.238], [-3.485, 2.364, -0.509], [-4.324, 3.406, -1.610], [-2.932, 4.920, 1.851], [-2.678, 3.244, 1.499]], "forces_ev_per_angstrom": [[-0.06, -0.77, -1.20], [-1.10, -0.25, 0.82], [-0.41, -0.29, -0.67], [0.49, -0.61, -0.01], [-1.63, 0.50, 0.81], [1.33, 0.14, 0.47], [-0.19, -0.66, -0.01], [0.36, 0.87, -0.20], [0.73, -0.41, 1.22], [-0.27, -1.76, -0.24], [-1.41, 0.52, 2.73], [0.31, 0.17, -2.03], [-0.29, -0.06, 0.44], [0.00, -0.59, 0.31], [1.73, 2.48, -2.42], [0.67, -0.12, -1.41], [-0.02, -0.42, 0.97], [5.15, 1.33, -1.05], [-3.46, -0.63, 1.05], [0.22, -2.47, 0.85], [-0.80, 1.18, -2.55], [-0.68, -0.58, 3.11], [1.83, 0.04, -0.14], [-2.57, 3.28, 1.00], [-0.50, -0.29, 0.33], [3.44, -2.32, -0.24], [3.06, -0.72, -4.21], [0.34, 0.22, 1.47], [-3.86, -0.55, 2.44], [1.51, -1.17, -1.17], [-1.10, 2.39, 2.95], [-0.69, -1.60, 0.59], [-1.16, 1.06, -1.09], [1.56, -0.06, -0.85], [0.51, 1.40, -0.68], [0.86, -0.81, 1.19], [0.24, -0.95, 1.13], [1.04, 1.08, -0.35], [-0.87, -0.98, 0.48], [0.10, 0.94, -1.29], [0.20, 0.96, 1.55], [-1.18, -0.72, -0.48], [-0.03, 1.40, 0.45], [-1.17, -0.21, -1.19], [-0.54, 1.46, 0.05], [-1.01, -0.58, -1.20], [-0.16, 1.52, -0.82], [-1.53, -0.66, -0.06], [0.40, -0.86, -1.55], [0.86, -0.75, 1.04], [0.71, 0.83, -1.26], [0.22, -0.72, 0.42], [-0.91, -0.05, -0.52], [-1.16, 0.87, -0.65], [0.24, -1.28, -1.34], [-0.08, -1.10, 1.08], [0.65, -1.34, 0.45], [0.28, 1.47, -0.54], [-0.70, 0.70, 1.26], [0.76, -0.02, -0.10], [-0.08, 0.22, -0.14], [-0.63, -0.14, 0.29], [-0.06, -0.14, -0.06], [-0.12, 0.01, 0.00], [-0.13, -0.06, 0.10], [0.14, -0.08, 0.07], [-0.01, -0.04, -0.04], [-0.10, 0.38, 0.16], [0.18, 0.17, 0.05], [-0.07, -0.61, -0.18], [-0.05, 0.02, -0.16], [-0.05, 0.16, 0.18], [-0.07, -0.24, 0.08], [-0.18, 0.22, 0.08], [0.10, 0.07, 0.05], [-0.29, 0.59, -0.35], [-0.31, -0.30, 0.00], [0.52, -0.34, 0.37], [0.07, 0.08, 0.01], [-0.01, -0.08, 0.04], [0.16, -0.05, 0.08], [-0.01, 0.17, -0.06], [-0.03, 0.01, -0.01], [0.02, 0.09, -0.90], [0.28, -0.50, -0.16], [-0.18, 0.37, 1.03], [-0.06, 0.16, 0.02], [0.06, 0.01, 0.02], [-0.08, 0.08, 0.14], [-0.07, 0.05, -0.16], [0.03, -0.06, -0.02], [-0.47, 0.30, 0.48], [0.34, 0.00, 0.11], [0.26, -0.36, -0.51], [-0.18, -0.08, -0.05], [0.09, 0.00, 0.02], [-0.01, -0.07, -0.17], [-0.15, 0.09, 0.04], [0.06, 0.04, 0.06], [0.07, -0.42, -0.49], [0.08, 0.06, 0.05], [-0.12, 0.28, 0.55], [0.14, -0.09, -0.16], [0.09, 0.03, 0.03], [-0.14, 0.15, 0.02], [-0.06, -0.03, -0.16], [0.10, -0.01, -0.02], [0.22, 0.41, 0.58], [-0.41, -0.09, 0.17], [0.04, -0.36, -0.66], [0.80, 0.46, 0.45], [-0.08, -0.03, -0.01], [0.07, -0.05, -0.16], [0.08, 0.06, 0.08], [-0.08, 0.00, 0.05], [0.13, -0.57, 0.55], [-0.36, 0.30, 0.13], [0.14, 0.39, -0.54], [0.11, -0.10, -0.05], [-0.06, 0.12, -0.07], [0.01, 0.05, -0.15], [0.06, -0.17, 0.06], [-0.08, 0.02, 0.04], [-0.19, -0.42, -0.48], [-0.12, 0.43, -0.01], [0.16, 0.15, 0.44], [0.04, -0.12, 0.02], [0.01, 0.06, -0.14], [0.10, -0.04, 0.15], [0.04, -0.21, -0.04], [0.05, 0.14, 0.13]]}

---

[2]
{"formula": "C3H9NO2Ru", "method": "ωB97M-V/def2-TZVPD", "energy_ha": -418.9016, "homo_ev": [-19.5, -20.1], "total_charge": 2, "gap_ev": [9.912, 6.401], "multiplicity": 5, "species": ["Ru", "C", "H", "H", "H", "H", "H", "N", "C", "C", "O", "O", "H", "H", "H", "H"], "xyz": [[-0.175, -0.458, -0.671], [0.210, -0.873, -2.626], [1.296, -1.039, -2.607], [-0.284, -1.810, -2.918], [-0.040, -0.054, -3.310], [-1.455, 0.165, -1.474], [-1.779, -0.718, -0.883], [-0.624, -0.372, 1.419], [0.284, 0.601, 2.065], [1.129, 1.316, 1.020], [1.865, 2.235, 1.333], [0.999, 0.913, -0.243], [-1.584, -0.079, 1.610], [-0.501, -1.264, 1.901], [-0.297, 1.350, 2.621], [0.957, 0.087, 2.762]], "forces_ev_per_angstrom": [[-1.37, -2.30, -3.03], [-0.31, -0.26, -0.14], [0.18, 0.13, 0.31], [-0.13, 0.27, 0.04], [0.00, -0.14, 0.06], [-0.61, -0.96, 0.16], [-0.49, 0.43, -0.63], [0.05, 0.11, 1.36], [-0.23, 0.14, 1.02], [-1.22, -1.71, -3.06], [0.84, 0.97, 0.40], [3.12, 3.37, 3.71], [0.01, -0.16, -0.06], [-0.19, -0.09, -0.06], [0.35, -0.06, -0.03], [0.01, 0.27, -0.05]]}